DFT (wB97M-V/def2-TZVPD) results for the ion C9H17N4 with charge +1 in a non-equilibrium geometry.

Highest occupied orbital energy in eV: -12.97
ΔE to the lowest compared entry with this formula, charge and spin in eV: 4.207
Calculated total energy in eV: -15557.7920
E_LUMO in eV: -3.480

```
! RIJCOSX wB97M-V def2-TZVPD def2/J DEFGRID3
* xyz 1 1
C -3.121 1.111 1.835
C -2.470 -0.169 -0.158
C -2.311 0.679 0.818
C -0.502 1.524 0.332
C -0.910 2.677 -0.441
C 1.754 -3.330 0.479
C 1.848 -1.783 0.392
C 1.727 -1.184 -1.039
C 1.115 0.232 -0.942
N -3.729 1.616 2.654
N -0.142 0.272 -0.338
N 0.255 1.866 1.411
N -1.338 -0.090 -1.073
H -3.221 -0.949 -0.472
H -1.755 2.646 -1.042
H 0.044 3.023 -0.966
H -1.112 3.506 0.273
H 2.715 -3.651 0.166
H 1.652 -3.598 1.618
H 1.012 -3.640 -0.220
H 0.969 -1.327 0.866
H 2.801 -1.653 0.934
H 2.661 -1.076 -1.521
H 1.029 -1.770 -1.589
H 1.058 0.652 -1.935
H 1.747 0.914 -0.449
H 0.873 1.220 1.914
H 0.107 2.816 1.830
H -1.352 -1.043 -1.447
H -1.405 0.511 -1.892
*
```